2 unconnected molecules or ions with the total composition CH4NO2 at a distorted geometry. Source: the Open Molecules 2025 dataset; level of theory: the ωB97M-V functional and the def2-TZVPD basis.

As for the net charge: -1. The calculation puts the calculated total energy at -6686.4756 eV. The energy relative to the best compared isomer or geometry (same formula, charge and spin) comes out at 46.5 kcal/mol. For the HOMO energy, the calculation gives -0.0504 Eh.

CARTESIAN COORDINATES (ANGSTROEM)
O  2.092  -0.209  -0.199
H  2.502  0.439  0.378
C  -0.774  -0.578  0.519
N  -1.492  0.072  -0.487
O  -0.511  -0.022  1.580
H  1.193  -0.416  0.137
H  -1.384  1.094  -0.556
H  -1.628  -0.379  -1.371

Cartesian forces, eV/Å:
0.38 -0.17 -0.46
-0.42 -0.03 0.23
0.14 -2.29 -0.50
-0.26 1.53 0.39
-0.20 1.31 -0.01
0.26 0.05 0.15
-0.29 -0.09 0.16
0.39 -0.30 0.04

Results of the Löwdin charge analysis, in e, for atoms 1 through 5:
1. O -0.134
2. H 0.005
3. C -0.650
4. N -0.046
5. O -0.188

***

A molecular structure, C21H49N4O5S2 at a distorted geometry. Source: the Open Molecules 2025 dataset; level of theory: the ωB97M-V functional and the def2-TZVPD basis.

As for the net charge: -1. The calculation puts the calculated total energy at -60439.3500 eV. The energy relative to the best compared isomer or geometry (same formula, charge and spin) comes out at 0.0 kcal/mol. For the HOMO energy, the calculation gives -0.1865 Eh.

CARTESIAN COORDINATES (ANGSTROEM)
C  -3.064  0.017  2.503
C  -2.331  0.785  1.437
C  -2.284  0.160  0.072
N  -1.720  1.877  1.688
S  -2.534  3.298  1.816
O  -2.429  3.802  3.163
O  -2.068  4.177  0.777
N  -3.998  2.674  1.478
S  -5.273  3.582  1.408
O  -6.031  3.320  0.205
O  -5.108  4.960  1.781
O  -6.123  2.870  2.597
C  -7.542  3.033  2.575
C  -8.231  1.661  2.580
C  -8.185  1.059  3.987
C  -7.645  0.754  1.471
C  -8.440  0.916  0.155
C  -7.572  -0.730  1.851
H  -2.401  -0.742  2.925
H  -3.934  -0.488  2.076
H  -3.405  0.710  3.270
H  -1.480  -0.580  0.019
H  -2.118  0.941  -0.666
H  -3.238  -0.328  -0.134
H  -7.856  3.643  1.727
H  -7.800  3.575  3.489
H  -9.284  1.842  2.337
H  -7.230  0.570  4.189
H  -8.979  0.327  4.145
H  -8.311  1.839  4.742
H  -6.625  1.058  1.252
H  -7.767  1.139  -0.673
H  -8.970  -0.009  -0.096
H  -9.178  1.717  0.220
H  -7.436  -1.325  0.944
H  -6.717  -0.946  2.494
H  -8.486  -1.081  2.335
C  2.340  -2.926  -2.583
C  2.658  -1.945  -1.465
N  1.846  -2.141  -0.278
C  1.980  -1.058  0.683
C  3.347  -0.856  1.347
C  1.850  -3.484  0.272
C  3.198  -4.091  0.688
H  1.285  -2.881  -2.859
H  2.935  -2.679  -3.464
H  2.580  -3.954  -2.310
H  2.465  -0.932  -1.830
H  3.739  -1.992  -1.256
H  1.222  -1.191  1.460
H  1.706  -0.132  0.170
H  3.548  -1.603  2.115
H  3.374  0.119  1.836
H  4.160  -0.881  0.619
H  1.390  -4.150  -0.463
H  1.169  -3.490  1.127
H  3.976  -3.895  -0.053
H  3.100  -5.175  0.782
H  3.544  -3.713  1.649
C  5.988  -1.217  -4.647
C  6.073  0.063  -3.828
N  6.375  -0.160  -2.425
C  6.208  1.037  -1.616
C  7.134  2.230  -1.889
C  7.561  -0.952  -2.153
C  8.906  -0.451  -2.697
H  5.244  -1.901  -4.236
H  5.693  -0.974  -5.669
H  6.945  -1.737  -4.700
H  5.105  0.570  -3.873
H  6.796  0.737  -4.316
H  6.295  0.759  -0.562
H  5.175  1.373  -1.742
H  8.139  2.069  -1.499
H  6.736  3.118  -1.396
H  7.211  2.454  -2.954
H  7.389  -1.958  -2.544
H  7.629  -1.077  -1.069
H  8.820  -0.093  -3.724
H  9.631  -1.268  -2.695
H  9.324  0.353  -2.093

Cartesian forces, eV/Å:
-0.65 0.23 -0.26
0.24 -0.23 0.45
0.21 -0.05 0.02
-0.23 0.32 -1.07
-0.02 -0.21 0.78
0.04 0.06 -0.04
0.02 -0.10 0.03
0.06 0.38 -0.15
0.01 -0.14 0.01
0.00 0.02 0.04
0.01 -0.04 -0.07
-0.18 0.00 0.07
-0.02 0.08 0.16
0.28 0.04 0.13
0.12 -0.03 0.11
-0.36 -0.26 -0.33
0.11 -0.12 0.01
0.03 -0.06 -0.17
0.08 0.06 0.01
0.03 -0.08 0.07
0.15 -0.07 0.11
-0.04 -0.05 -0.08
0.14 -0.02 0.03
0.07 -0.11 0.02
0.12 -0.13 -0.14
-0.10 0.03 -0.06
0.00 0.04 0.07
0.01 0.06 0.00
0.06 -0.06 -0.05
-0.05 0.00 -0.03
0.03 0.19 0.20
-0.05 0.08 -0.01
-0.10 0.07 0.05
0.06 0.07 -0.09
0.03 0.00 0.02
-0.12 0.02 0.15
0.03 -0.02 -0.01
0.01 -0.01 -0.05
0.11 -0.09 -0.05
-0.03 0.06 -0.01
-0.07 0.15 0.08
0.00 0.06 0.07
-0.04 -0.13 0.01
-0.04 -0.03 0.04
-0.01 0.00 0.04
-0.02 0.01 -0.01
0.01 0.00 0.01
0.00 0.03 0.07
0.00 0.02 -0.03
0.00 -0.07 -0.01
0.02 -0.02 -0.06
0.02 -0.04 -0.05
-0.02 0.01 -0.01
0.00 0.00 -0.01
0.01 0.03 -0.04
0.03 0.05 0.02
-0.01 0.00 -0.01
-0.01 0.00 0.00
0.04 0.05 -0.03
-0.04 -0.01 -0.03
0.06 -0.02 -0.07
-0.04 0.05 0.02
-0.10 0.11 0.10
0.00 0.02 0.08
0.06 -0.13 0.02
0.02 -0.03 0.05
0.04 0.00 0.07
0.00 0.00 0.00
0.00 0.00 0.00
0.01 0.03 0.04
-0.01 0.00 -0.01
0.04 -0.09 -0.02
-0.01 -0.04 -0.07
0.01 -0.02 -0.05
-0.01 0.00 0.00
-0.01 0.00 0.00
-0.03 0.02 -0.03
-0.01 0.06 0.01
-0.01 -0.01 -0.01
0.00 0.00 0.00
-0.03 0.05 -0.04

Results of the Löwdin charge analysis, in e, for atoms 1 through 5:
1. C -0.035
2. C -0.451
3. C -0.023
4. N -0.072
5. S 0.486

***

Sequential frontier orbital gap output: 6.04 7.19 eV